A 2-piece molecular cluster, C2H5N6O overall in a non-equilibrium geometry. Source: the OMol25 dataset; level of theory: wB97M-V/def2-TZVPD.

lowest unoccupied orbital energy (alpha / beta) = -6.5786 / -6.6514 eV
strongest force on any atom = 6.108 eV/Å
E_HOMO (alpha / beta) = -14.0 / -14.2 eV
total charge = +1
gap between HOMO and LUMO (alpha / beta) = 7.458 / 7.569 eV
ΔE to the lowest compared entry with this formula, charge and spin = 137.2 kcal per mole

```
14
Properties=species:S:1:pos:R:3:forces:R:3
C -2.459 1.262 -0.178 1.1 -4.6 0.6
C 3.366 -0.900 0.069 -2.7 0.9 5.2
N -2.936 0.023 -0.290 0.2 5.8 -2.0
N -2.282 -0.944 0.164 -0.6 -3.6 2.3
N -1.193 -1.454 0.125 -0.7 -1.0 0.9
N -0.133 -0.626 -0.117 0.9 1.2 -1.6
N -0.107 0.617 0.054 2.0 1.0 -0.3
N -1.081 1.482 0.159 -2.6 -2.8 -0.1
O 2.322 -1.191 -0.434 -0.3 -0.7 -2.0
H -3.024 2.119 -0.286 -1.3 1.5 -0.4
H 4.302 -1.203 -0.229 2.3 -0.4 -1.4
H 3.228 -0.479 1.169 1.1 -0.2 -1.9
H -0.855 2.421 0.009 1.4 1.5 0.2
H 0.851 -1.128 -0.215 -0.8 1.3 0.5
```
Positions in Å, forces in eV/Å.



A 2-piece molecular cluster, C5H13NO overall in a non-equilibrium geometry. Source: the OMol25 dataset; level of theory: wB97M-V/def2-TZVPD.

lowest unoccupied orbital energy = 0.8137 eV
strongest force on any atom = 1.939 eV/Å
E_HOMO = -9.9 eV
gap between HOMO and LUMO = 10.685 eV
ΔE to the lowest compared entry with this formula, charge and spin = 13.6 kcal per mole

```
20
Properties=species:S:1:pos:R:3:forces:R:3
C 0.292 -0.845 -1.569 0.5 -0.6 -1.2
C -0.961 -0.612 -0.766 -1.4 0.6 0.6
C 0.145 -1.971 -2.618 -1.5 0.7 -0.1
H 0.530 0.023 -2.183 -0.1 0.4 0.3
H 1.179 -1.051 -0.983 0.2 0.1 0.5
H -1.869 -0.918 -1.289 0.1 0.0 -0.4
H -1.142 0.436 -0.511 0.3 0.1 -0.3
H 0.170 -2.967 -2.194 0.4 -0.2 -0.1
H -0.867 -1.856 -3.021 -0.2 -0.2 0.1
H -1.109 -1.065 0.211 0.7 -0.6 -0.1
H 0.704 -1.815 -3.537 0.8 -0.3 0.4
C 1.068 2.099 1.750 1.1 1.6 0.0
C -0.166 1.598 2.426 -0.8 -0.9 0.3
O -0.944 2.252 3.089 0.3 0.4 -0.2
N -0.388 0.266 2.208 0.4 -0.1 0.0
H 0.855 2.702 0.864 -0.4 -0.6 -0.3
H 1.836 1.357 1.550 -0.2 -0.3 -0.3
H -1.194 -0.228 2.542 -0.2 0.4 0.3
H 0.279 -0.287 1.712 0.2 0.0 -0.2
H 1.581 2.883 2.320 -0.3 -0.3 0.6
```
Positions in Å, forces in eV/Å.



A 3-piece molecular cluster, C2H3IO2S overall in a non-equilibrium geometry. Source: the OMol25 dataset; level of theory: wB97M-V/def2-TZVPD.

lowest unoccupied orbital energy = -0.8583 eV
strongest force on any atom = 2.610 eV/Å
E_HOMO = -10.0 eV
gap between HOMO and LUMO = 9.187 eV
ΔE to the lowest compared entry with this formula, charge and spin = 34.4 kcal per mole

```
9
Properties=species:S:1:pos:R:3:forces:R:3
C -2.342 -1.830 0.695 0.0 -1.1 0.2
C -3.036 -0.946 1.084 0.5 -1.0 -0.2
O -0.331 1.084 0.880 -0.2 -1.9 -1.7
O 0.476 -0.994 -0.338 -1.7 1.9 0.5
S -0.525 0.076 -0.174 2.2 0.3 0.9
I 5.683 2.085 -2.289 0.1 -1.2 -0.2
H 5.518 3.614 -2.074 -0.1 1.2 0.2
H -1.822 -2.747 0.553 0.3 0.1 -0.5
H -3.621 -0.341 1.663 -1.1 1.6 0.7
```
Positions in Å, forces in eV/Å.